A 10-piece molecular cluster, C55H99N3O24 overall at a distorted geometry. Source: the Open Molecules 2025 dataset; level of theory: ωB97M-V with the def2-TZVPD basis set.

XYZ file:
```
181
Properties=species:S:1:pos:R:3:forces:R:3:mulliken_charge:R:1
C 5.69301 15.88784 -35.66393 1.4 -1.7 0.8 -0.81
C 6.24540 14.56952 -35.04716 0.2 0.6 -2.3 0.35
C 7.30270 14.69463 -33.96107 -0.3 0.9 -0.1 -0.57
O 6.90225 13.73852 -33.00004 -1.2 -0.3 -0.7 -0.34
C 5.65671 13.27784 -33.35213 -1.5 -1.8 3.3 0.27
O 5.06164 12.51390 -32.58336 1.1 2.0 -2.7 -0.52
O 5.16290 13.82187 -34.50400 1.1 -0.8 2.0 0.18
H 4.80273 15.65695 -36.24888 0.0 0.3 0.3 -0.17
H 6.50238 16.20887 -36.31963 -0.2 0.5 -0.1 0.49
H 5.55802 16.56579 -34.82115 -0.5 0.3 -0.4 0.28
H 6.69577 13.93984 -35.81445 -0.3 0.0 -0.4 0.30
H 7.25386 15.71519 -33.58141 0.1 0.0 0.6 0.30
H 8.33166 14.50154 -34.26447 -0.2 -0.1 -0.2 0.33
C -2.47708 14.92478 -28.54941 -0.7 0.6 -0.8 -1.30
C -2.46491 13.38755 -28.32719 1.2 2.4 0.4 0.44
C -1.90590 12.48453 -29.42678 -1.4 0.4 -0.9 -0.04
O -0.72370 12.03916 -28.89021 2.3 -2.8 -2.0 0.04
C -0.49606 12.37783 -27.68263 2.3 1.6 4.0 0.51
O 0.44116 12.03548 -26.94521 -2.6 0.7 -2.2 -0.63
O -1.37546 13.37447 -27.37968 0.0 -1.6 1.7 -0.37
H -2.84776 15.49188 -27.69556 -0.7 -0.5 0.1 0.37
H -2.98189 15.27911 -29.44815 -0.5 -0.3 0.0 0.39
H -1.51210 15.42744 -28.61432 0.7 -1.0 -0.3 0.21
H -3.37636 13.00842 -27.86500 0.1 0.1 0.0 0.27
H -1.68596 13.01153 -30.35522 -0.1 0.1 0.0 -0.08
H -2.46792 11.58244 -29.66857 -0.5 0.3 0.0 0.30
C 3.98178 14.21957 -28.13455 0.2 -2.2 1.6 -1.68
C 2.64020 14.88620 -28.00530 1.9 -0.4 0.1 1.29
C 2.08471 15.56475 -26.73415 0.1 -1.7 0.5 -0.34
O 1.40776 16.67361 -27.27342 0.1 0.4 0.1 -0.34
C 1.95773 16.92535 -28.45124 -0.6 1.8 -2.6 0.57
O 1.57133 17.79174 -29.19610 0.6 -0.5 0.8 -0.55
O 2.93687 16.04112 -28.77458 -2.0 1.4 -0.4 -0.27
H 4.76286 14.70354 -27.54823 0.0 0.1 -0.3 0.38
H 4.28360 14.01751 -29.16225 -0.2 0.8 -0.2 0.30
H 3.88992 13.19023 -27.78795 0.1 -0.2 0.6 0.46
H 1.94355 14.17524 -28.44950 -0.7 0.6 -0.3 -0.31
H 2.86864 15.88292 -26.04689 0.1 0.0 0.0 0.28
H 1.30965 14.99559 -26.22088 0.4 -0.3 0.1 0.24
C -3.82754 11.23221 -36.02188 1.3 0.6 -0.8 -1.42
C -2.49455 10.58809 -35.50700 -3.5 -1.1 -2.1 0.27
C -1.25470 11.32477 -35.35645 1.7 2.1 -0.3 0.62
O -1.20134 11.62225 -34.00390 -0.2 0.2 2.1 0.02
C -2.00010 10.72554 -33.33110 0.7 1.1 -0.5 0.22
O -1.89938 10.56372 -32.16369 -0.6 -0.4 0.3 -0.45
O -2.85679 10.19853 -34.22087 0.6 -1.4 2.4 -0.41
H -3.70669 11.41084 -37.09034 -0.3 0.0 -0.1 0.38
H -4.05257 12.19237 -35.55761 0.4 0.1 0.2 0.30
H -4.72149 10.63642 -35.83750 0.5 -0.5 -0.1 0.37
H -2.22781 9.73143 -36.12594 -0.6 -0.4 0.1 0.32
H -1.24999 12.27684 -35.88714 0.2 -0.2 -0.4 -0.26
H -0.33788 10.75667 -35.51403 -0.2 -0.2 -0.9 -0.07
C 3.48347 11.08215 -39.04717 0.7 1.2 0.5 -1.59
C 3.74969 11.32186 -37.50479 -1.5 0.0 -1.1 0.97
C 2.50810 11.17665 -36.53729 -1.0 0.6 -2.6 0.94
O 2.58872 9.80905 -36.19765 -3.9 1.3 2.0 -0.31
C 3.75681 9.35229 -36.30974 4.3 -2.4 -1.3 0.67
O 4.15481 8.27610 -35.92798 -0.3 1.7 -0.6 -0.56
O 4.48357 10.22520 -37.11322 1.8 -2.0 1.7 -0.41
H 4.41595 10.92068 -39.58802 0.5 -0.4 0.6 0.45
H 3.20830 12.00099 -39.56496 -1.0 0.0 0.2 0.36
H 2.87579 10.20944 -39.28633 -0.4 0.3 0.3 0.33
H 4.32187 12.23094 -37.31968 -0.1 0.0 -0.1 0.07
H 1.57803 11.24657 -37.10138 0.0 0.1 -0.4 0.21
H 2.31258 11.89666 -35.74265 1.1 -0.5 0.4 -1.08
C 0.45240 14.22287 -31.83705 -3.6 0.5 0.2 -1.40
C 1.64710 14.27797 -32.68942 0.5 -0.4 0.7 0.97
C 1.63808 13.56810 -34.04847 0.5 0.2 1.1 0.94
O 2.03670 14.63835 -34.94550 -0.8 -1.9 -1.9 0.23
C 2.16861 15.78900 -34.34669 3.3 3.4 0.3 0.28
O 2.67994 16.84138 -34.81478 -2.3 -3.5 0.9 -0.36
O 1.94871 15.64799 -33.04605 -0.2 0.0 1.2 -0.23
H 0.39703 14.71285 -30.86496 1.2 0.3 0.0 0.51
H -0.00276 13.25797 -31.61365 0.8 -0.7 -0.4 -0.22
H -0.38636 14.70267 -32.34138 -0.2 0.3 -0.4 0.23
H 2.37058 13.79936 -32.02941 1.2 0.7 -0.5 -0.20
H 0.71518 13.03040 -34.26578 -0.4 0.8 -0.5 -1.13
H 2.39254 12.78262 -34.00462 0.4 0.4 -0.3 0.28
C 3.51423 19.13405 -32.10409 -2.0 0.5 1.0 -1.18
C 3.74755 20.43179 -32.85416 2.5 -0.4 1.2 0.53
C 3.70790 20.26586 -34.32541 0.4 -1.7 -0.3 0.53
O 2.77902 21.23650 -34.76345 1.6 -0.3 -2.8 -0.33
C 2.19059 21.79184 -33.75500 -2.3 -0.9 2.1 0.59
O 1.11233 22.30730 -33.79897 0.7 0.9 0.0 -0.55
O 2.80947 21.42185 -32.59987 -1.6 1.0 0.6 -0.41
H 2.53978 18.77180 -32.43170 0.1 -0.5 -0.3 0.07
H 3.26531 19.38811 -31.07375 0.4 0.0 0.3 0.34
H 4.21881 18.30283 -32.07693 0.3 0.5 -0.6 0.35
H 4.68027 20.88329 -32.51613 0.4 -0.2 -0.1 0.29
H 3.32044 19.26693 -34.52573 -0.4 0.1 -0.4 -0.43
H 4.72335 20.24555 -34.72107 -0.2 0.9 -0.7 0.31
C 3.27505 20.75920 -39.13983 0.4 0.8 0.2 -1.46
C 3.73273 19.92970 -40.33602 1.1 0.2 -1.6 1.74
C 5.29857 19.87205 -40.48189 -0.3 -1.6 3.1 -1.29
C 5.88826 18.92157 -39.37278 0.3 -0.6 -1.4 -0.62
C 5.28551 17.50520 -39.54506 -0.4 1.2 0.0 -1.12
C 3.73465 17.48474 -39.44832 0.6 0.2 -1.3 2.21
N 3.13059 18.55424 -40.33106 2.6 -0.1 -1.2 0.12
O 1.73528 18.59822 -40.38372 0.5 -0.1 0.4 -0.37
C 3.30314 16.11530 -40.02952 -1.9 0.0 0.3 -2.21
C 3.29740 17.62313 -38.02855 -0.4 0.5 1.7 -0.30
C 3.43739 20.62418 -41.70127 -1.7 -0.7 0.1 -1.98
H 2.19792 20.71597 -38.97853 -0.1 -0.1 0.0 0.26
H 3.49870 21.82051 -39.24800 -0.1 0.1 -0.5 0.46
H 3.78822 20.55541 -38.20004 -0.1 -0.7 0.0 0.21
H 5.59720 19.45963 -41.44565 -0.2 0.0 0.0 0.37
H 5.78587 20.83769 -40.34706 -0.5 0.3 -0.2 0.47
H 5.83659 19.19273 -38.31831 -0.5 0.6 -0.1 0.28
H 6.95719 18.90684 -39.58552 0.2 -0.4 0.1 0.45
H 5.63458 16.85196 -38.74536 0.1 -0.2 -0.1 0.12
H 5.56152 17.08044 -40.51021 0.2 0.0 0.0 0.47
H 3.72330 15.18337 -39.65126 0.8 0.4 0.4 0.45
H 2.26319 15.99994 -39.72409 -0.4 0.0 -0.1 0.31
H 3.26683 16.02583 -41.11524 0.4 0.5 0.0 0.41
H 2.38574 18.20744 -37.90381 -0.8 -0.9 -0.3 -0.32
H 3.27042 16.66255 -37.51411 -0.6 0.0 0.0 0.09
H 3.85079 18.25678 -37.33547 1.2 0.0 -0.4 -0.10
H 3.79500 20.05726 -42.56080 0.6 -0.2 0.3 0.45
H 3.83394 21.63797 -41.75658 -0.2 0.0 0.2 0.37
H 2.36938 20.57610 -41.91374 -0.3 0.7 0.3 0.39
H 1.51731 19.04471 -39.56230 -0.8 0.0 0.4 0.05
C 4.82255 8.72329 -28.84937 0.3 -1.1 0.4 -2.02
C 3.44312 8.46203 -29.42542 -0.8 -1.2 0.9 1.92
C 2.79780 9.84145 -29.60360 -1.8 -1.4 0.1 -1.35
C 1.52092 9.80980 -30.42534 -0.8 0.7 -1.7 0.01
C 1.83671 9.25847 -31.80986 1.3 0.2 0.2 -1.28
C 2.41424 7.79983 -31.69855 1.1 1.7 0.4 1.73
N 3.53638 7.74778 -30.67987 -0.8 2.4 -2.7 0.27
O 4.05516 6.47811 -30.70131 0.9 -0.5 0.7 -0.51
C 1.27195 6.88538 -31.36223 -0.2 0.2 -1.1 -1.60
C 3.08798 7.54042 -33.04488 0.6 -1.0 0.0 -2.08
C 2.63712 7.58375 -28.41261 0.2 1.1 0.7 -1.79
H 5.17598 7.73306 -28.56193 0.7 0.0 -0.2 0.48
H 4.81037 9.27133 -27.90725 -0.4 0.3 -0.1 0.37
H 5.49583 9.21634 -29.55057 -0.1 -0.2 -0.1 0.39
H 2.37334 10.12038 -28.63917 1.1 0.5 0.4 0.47
H 3.52840 10.51618 -30.04976 -0.2 0.2 0.2 0.21
H 1.08686 10.80948 -30.44374 0.4 0.5 -0.5 -0.35
H 0.61035 9.33776 -30.05636 0.5 -0.8 0.8 0.36
H 2.60649 9.87956 -32.26787 0.8 0.1 0.4 0.30
H 1.12722 9.40021 -32.62510 -1.0 -0.8 0.4 0.57
H 0.70941 7.26414 -30.50889 0.0 -0.5 -0.1 0.32
H 0.70910 7.02167 -32.28567 -0.8 -0.5 0.2 0.40
H 1.55670 5.83441 -31.31273 -0.2 -0.1 0.3 0.49
H 4.11130 7.90393 -32.95114 -0.2 0.6 -0.3 0.40
H 3.28669 6.49059 -33.26047 -0.4 -0.3 0.1 0.47
H 2.56406 7.93464 -33.91563 0.0 0.2 0.2 0.23
H 1.57746 7.47639 -28.64435 0.1 0.1 -0.1 0.30
H 2.72171 8.13419 -27.47562 -0.3 -0.1 0.3 0.49
H 3.03903 6.59417 -28.19514 0.3 0.0 -0.4 0.37
H 3.31763 5.86924 -30.61808 -0.3 -0.4 0.3 0.41
C -1.91702 16.88530 -39.80114 1.6 0.0 -0.5 -1.64
C -2.12936 17.66611 -38.49120 -3.1 0.3 -0.6 1.41
C -3.68371 17.35685 -38.13606 0.9 0.5 0.5 -1.16
C -3.77669 16.04852 -37.45476 1.6 -0.1 1.6 -0.94
C -2.86875 16.05506 -36.18955 0.1 -2.2 -0.8 -0.78
C -1.35207 16.38078 -36.37513 -2.7 -0.5 0.3 1.94
N -1.29094 17.46075 -37.32143 -3.8 -1.9 0.7 -0.25
O -0.05320 17.89016 -37.45209 3.3 1.8 -0.6 0.34
C -0.89748 16.86403 -34.89637 0.9 -1.3 -2.4 -1.45
C -0.75167 15.02219 -36.95151 1.5 1.5 1.6 -0.38
C -2.00963 19.18349 -38.77730 0.1 0.7 0.7 -1.83
H -2.56875 17.20616 -40.61378 -0.2 0.3 0.3 0.49
H -1.97708 15.79697 -39.79559 -0.2 -0.1 0.6 0.35
H -0.90986 17.09041 -40.16401 0.3 0.0 -0.1 0.11
H -4.02597 18.10651 -37.42265 -0.3 0.4 -0.5 0.41
H -4.29735 17.19158 -39.02163 0.1 1.2 -0.3 0.45
H -3.41140 15.34292 -38.20093 -0.1 -0.7 0.4 0.24
H -4.70405 15.69075 -37.00743 -0.6 0.4 -0.8 0.52
H -2.89799 14.97367 -36.05602 0.3 -0.3 0.9 -0.20
H -3.35902 16.41170 -35.28371 0.1 0.8 -0.3 0.52
H -1.51715 17.67333 -34.51020 -0.4 -0.5 0.0 0.53
H -0.92384 15.89557 -34.39688 -0.3 0.4 0.9 0.09
H 0.13100 17.22215 -34.85050 0.1 -0.1 -0.3 0.01
H -1.25547 14.58868 -37.81543 0.0 0.5 0.0 0.56
H 0.29519 15.27450 -37.12035 0.2 -0.3 -0.8 -0.10
H -0.67983 14.27075 -36.16520 -0.3 -0.1 0.2 -0.72
H -2.03458 19.77257 -37.86054 0.1 -0.4 0.8 0.46
H -2.83770 19.71259 -39.24894 0.1 -0.7 -1.0 0.40
H -1.02960 19.45748 -39.16789 -0.2 -0.1 -0.7 0.17
H -0.17983 18.76362 -37.07443 1.2 0.5 0.1 0.36
```
Positions in Å, forces in eV/Å.

**Frontier orbital gap**: 7.7 eV
**SMILES string**: CC1(C)CCCC(C)(C)N1O.CC1(C)CCCC(C)(C)N1O.CC1(C)CCCC(C)(C)N1O.C[C@H]1COC(=O)O1.C[C@H]1COC(=O)O1.C[C@H]1COC(=O)O1.C[C@H]1COC(=O)O1.C[C@H]1COC(=O)O1.C[C@H]1COC(=O)O1.C[C@H]1COC(=O)O1
**Energy**: -4124.807387 Eh
**E_HOMO**: -7.61 eV
**Strongest force on any atom**: 5.11 eV/Å